Here is C21H32N5O8PPtS as an isolated structure from OMol25. Energies are from wB97M-V/def2-TZVPD.

Values from the calculation:
**HOMO**: -8.961 eV
**Kohn-Sham gap**: 8.29 eV
**ΔE to the lowest compared entry with this formula, charge and spin**: 2.130 eV
**LUMO energy**: -0.671 eV
**Molecular weight**: 740.6 g/mol

```
69
C21H32N5O8PPtS, DFT wB97M-V/def2-TZVPD
Pt -0.12736 -0.79599 0.26453
N 0.13953 0.18254 -1.47656
C 1.39613 -0.28038 -2.11937
C 1.60999 -1.75792 -1.77105
O 2.20969 -2.47567 -2.53998
N 1.04772 -2.16596 -0.58636
C 0.30430 -3.43323 -0.63536
C -1.15212 -3.11904 -1.01317
O -1.89548 -3.93725 -1.47887
O -1.53340 -1.86468 -0.75758
H -0.68160 -0.08768 -2.02469
H 0.08562 1.18704 -1.31919
H 2.22132 0.34014 -1.78030
H 1.33581 -0.20586 -3.20361
H 0.31347 -3.92486 0.34073
H 0.74067 -4.09572 -1.38050
C 4.46232 0.48315 2.35167
N 3.71111 -0.57439 3.01822
C 3.08181 -0.03016 4.22130
N 2.24259 1.13647 3.95732
C 3.02786 2.15008 3.26490
N 3.66185 1.67216 2.02989
C 2.67036 1.37229 0.99659
P 1.51445 0.07576 1.60242
C 2.72857 -1.19533 2.13460
C 1.03046 0.78517 3.22373
H 4.90671 0.09187 1.43436
H 5.26644 0.79902 3.01846
H 3.87307 0.26948 4.91052
H 2.47848 -0.80558 4.69433
H 3.82285 2.48146 3.93479
H 2.39069 3.00554 3.03275
H 3.19125 1.01569 0.10709
H 2.11958 2.27963 0.73459
H 3.21522 -1.61766 1.25276
H 2.19874 -1.99920 2.64776
H 0.43074 0.05119 3.76245
H 0.40480 1.66275 3.06920
C -6.29069 5.02519 1.01547
C -5.19523 4.00611 1.17615
C -3.97797 4.34567 1.75454
C -2.96368 3.41103 1.90980
C -1.66313 3.80543 2.56053
C -3.17034 2.10744 1.45207
C -4.37904 1.73928 0.86050
C -4.65902 0.33175 0.39918
C -5.37654 2.70128 0.74066
C -2.06416 1.09931 1.65512
O -1.70672 0.74198 2.76735
O -1.50721 0.71439 0.53031
H -6.02886 5.96558 1.49853
H -7.22415 4.66807 1.45191
H -6.48118 5.23007 -0.03952
H -3.81641 5.36224 2.09626
H -1.60412 4.88606 2.68184
H -0.80714 3.48699 1.95910
H -1.56327 3.33896 3.54107
H -5.28892 -0.18786 1.12478
H -3.75265 -0.25088 0.25379
H -5.19796 0.34138 -0.54813
H -6.32314 2.41842 0.29185
C -2.78629 -2.14692 2.52051
S -1.18300 -2.86048 2.64453
O -0.78832 -2.93693 4.02140
O -1.16137 -4.05603 1.84807
O -0.25842 -1.79803 2.01273
H -3.47250 -2.87058 2.95411
H -3.01446 -1.99379 1.46681
H -2.79539 -1.21042 3.07087
```

=====

Here is one molecule with the formula C21H32NO6P from OMol25. Energies are from wB97M-V/def2-TZVPD.

Values from the calculation:
**SMILES**: CCOC(=O)[C@@H]([C@H](/C=C/N1CCOCC1)c1ccccc1)P(=O)(OCC)OCC
**HOMO**: -7.263 eV
**Kohn-Sham gap**: 8.08 eV
**LUMO energy**: 0.821 eV
**Molecular weight**: 425.5 g/mol

```
61
C21H32NO6P, DFT wB97M-V/def2-TZVPD
C 0.98303 2.93427 -2.72087
C 0.06655 2.01431 -3.47181
O -0.85284 1.31079 -2.55389
C -0.35152 0.22979 -1.90314
O 0.31431 -0.60540 -2.48862
C -0.71768 0.17580 -0.40725
C 0.48635 -0.19312 0.42328
C 1.04168 -1.58683 0.19362
C 1.91279 -1.92040 -0.80397
N 2.41461 -3.15175 -1.02647
C 3.15007 -3.44304 -2.25727
C 4.44553 -4.19470 -1.96732
O 4.38932 -4.92412 -0.74211
C 3.05728 -5.40560 -0.48574
C 2.13341 -4.24940 -0.12132
C 0.27855 0.00590 1.94019
C 0.81651 1.13379 2.55561
C 0.61774 1.36287 3.91986
C -0.12322 0.45535 4.67798
C -0.63170 -0.69557 4.07327
C -0.42246 -0.92717 2.70654
P -1.56875 1.77537 -0.01852
O -0.79268 3.00024 -0.33799
O -2.99473 1.55721 -0.69823
C -3.47206 2.25278 -1.88096
C -4.95864 2.43092 -1.70688
O -1.97385 1.72097 1.53051
C -1.89432 2.96063 2.30308
C -2.75721 2.78922 3.52352
H 1.39460 3.67678 -3.41053
H 0.44227 3.43656 -1.91138
H 1.83728 2.38973 -2.30095
H 0.61688 1.26042 -4.03914
H -0.61619 2.55606 -4.12345
H -1.47609 -0.62005 -0.29562
H 1.26309 0.52426 0.11521
H 0.78738 -2.35282 0.92947
H 2.22312 -1.17884 -1.53808
H 3.35986 -2.49420 -2.75855
H 2.52344 -4.08635 -2.90009
H 4.63021 -4.90642 -2.79283
H 5.29234 -3.49475 -1.89217
H 3.19299 -6.08692 0.36511
H 2.63548 -5.93110 -1.36581
H 2.31676 -3.94318 0.92145
H 1.08315 -4.57366 -0.21189
H 1.36539 1.85322 1.94352
H 1.04089 2.25845 4.37678
H -0.29844 0.64620 5.73842
H -1.19001 -1.42673 4.65862
H -0.81056 -1.83075 2.22912
H -3.25125 1.63002 -2.75387
H -2.94594 3.21446 -1.96318
H -5.37930 2.88135 -2.60282
H -5.44416 1.46977 -1.52952
H -5.15768 3.08734 -0.85771
H -0.84298 3.14463 2.56477
H -2.25200 3.78658 1.66821
H -2.45804 3.51551 4.28239
H -3.79701 2.99704 3.25608
H -2.68159 1.78428 3.94337
```

=====

Here is a 3-piece molecular cluster, C21H32O7 overall from OMol25. Energies are from wB97M-V/def2-TZVPD.

Values from the calculation:
**SMILES**: CCCOc1cccc2c1C(=O)C=CC2=O.COCCOC.COCCOC
**HOMO**: -8.858 eV
**Kohn-Sham gap**: 7.07 eV
**ΔE to the lowest compared entry with this formula, charge and spin**: 16.954 eV
**LUMO energy**: -1.783 eV
**Molecular weight**: 396.5 g/mol

```
60
C21H32O7, DFT wB97M-V/def2-TZVPD
C 4.96222 0.81035 -0.56859
C 4.24047 1.55423 0.74299
C 2.70325 1.88573 0.27528
O 1.73657 1.98528 1.41186
C 0.41407 2.01228 0.70265
C -0.38510 3.39278 0.30171
C -1.81081 3.25803 -0.51910
C -2.49723 1.81103 -0.97122
C -1.68515 0.45188 -0.54608
C -0.24846 0.56279 0.28607
C 0.55541 -0.84591 0.69290
O 1.24642 -0.98677 1.84819
C 0.40958 -2.06839 -0.42973
C -0.89798 -2.16270 -1.18479
C -2.16167 -1.10050 -0.91667
O -3.43230 -1.49624 -1.03736
H 4.62467 1.38598 -1.55831
H 6.12680 0.73837 -0.46951
H 4.44150 -0.25680 -0.65227
H 4.31092 0.80360 1.64026
H 4.85277 2.55086 0.91995
H 2.39531 1.01662 -0.48307
H 2.61483 2.88403 -0.35587
H 0.07212 4.45105 0.60159
H -2.39416 4.22864 -0.83393
H -3.50168 1.73100 -1.58894
H 1.32901 -2.77035 -0.60826
H -0.94149 -3.02338 -1.99807
C -3.79589 -3.32810 -4.26995
O -2.42982 -3.72599 -4.28395
C -2.19396 -4.82310 -5.17103
C -1.55757 -4.34920 -6.48140
O -2.47048 -3.55304 -7.24396
C -2.19035 -2.16176 -7.13868
H -3.86903 -2.36996 -3.74843
H -4.19333 -3.20398 -5.28105
H -4.39081 -4.06902 -3.72651
H -3.11970 -5.37987 -5.36154
H -1.49484 -5.49692 -4.66628
H -1.31417 -5.22544 -7.09128
H -0.62450 -3.80196 -6.29194
H -1.29339 -1.92135 -7.71682
H -2.05371 -1.85182 -6.09895
H -3.03539 -1.60907 -7.55700
C 1.06555 1.97495 4.12677
O 1.74748 2.74102 5.11305
C 0.85387 3.54564 5.88781
C 0.59479 2.91989 7.26184
O -0.14359 1.69920 7.14571
C 0.68588 0.55170 7.28873
H 1.76364 1.23739 3.72174
H 0.20594 1.44517 4.54641
H 0.73633 2.62928 3.31334
H -0.08641 3.71740 5.34962
H 1.34052 4.51527 6.03119
H -0.01977 3.60808 7.85151
H 1.53499 2.75865 7.80591
H 0.97186 0.43176 8.33773
H 1.58275 0.61794 6.66662
H 0.11325 -0.32624 6.97911
```

=====

Here is C21H33BrGeN4NiO4 as an isolated structure from OMol25. Energies are from wB97M-V/def2-TZVPD.

Values from the calculation:
**⟨S²⟩**: 3.78
**HOMO (spin up / spin down)**: -11.508 / -11.456 eV
**Kohn-Sham gap (spin up / spin down)**: 8.80 / 5.01 eV
**ΔE to the lowest compared entry with this formula, charge and spin**: 0.266 eV
**2S+1**: 4
**Total charge**: +1
**LUMO energy (spin up / spin down)**: -2.708 / -6.448 eV
**Molecular weight**: 616.7 g/mol

```
65
C21H33BrGeN4NiO4, DFT wB97M-V/def2-TZVPD
Ni -0.01454 -0.42406 -0.11161
C 0.12624 3.96545 0.12610
C 0.74872 2.68753 -0.42556
C 0.66671 2.68677 -1.94995
C 2.19222 2.55378 0.03945
O 0.03233 1.55822 0.09912
Ge -1.83146 1.43646 0.65836
O -1.89676 0.08571 -0.73753
C -3.05017 -0.24042 -1.52829
C -2.60364 -0.48684 -2.96538
C -3.67539 -1.50357 -0.94343
C -4.05080 0.90836 -1.50419
O -1.15574 -0.06229 1.63633
C -0.90401 0.01310 3.06443
C -1.48874 -1.24299 3.69654
C -1.60422 1.23763 3.64769
C 0.59523 0.12882 3.33791
H 0.71578 4.82980 -0.18108
H 0.10170 3.94324 1.21707
H -0.89111 4.10533 -0.24276
H 1.07859 3.61217 -2.35425
H -0.37215 2.60464 -2.27395
H 1.23749 1.85677 -2.36879
H 2.81456 3.33989 -0.39065
H 2.60083 1.59168 -0.27916
H 2.25569 2.61926 1.12593
H -2.12456 -1.46830 -3.05248
H -1.93116 0.31288 -3.28580
H -3.45470 -0.49550 -3.64623
H -2.93421 -2.30421 -0.90510
H -4.51642 -1.84520 -1.54879
H -4.03203 -1.31661 0.06971
H -3.61146 1.82668 -1.89981
H -4.41358 1.10397 -0.49470
H -4.91226 0.65055 -2.12067
H -2.55677 -1.31008 3.48899
H -1.34651 -1.22715 4.77826
H -1.00270 -2.13736 3.31099
H -2.67515 1.22520 3.43774
H -1.18030 2.16765 3.25999
H -1.47452 1.24620 4.73025
H 1.10530 -0.82600 3.22567
H 0.76410 0.46884 4.36052
H 1.04478 0.85726 2.66029
Br 3.97209 -4.77533 3.05138
C 2.87656 -3.56728 2.12827
C 3.41059 -2.39805 1.60422
C 2.56421 -1.53505 0.93741
N 1.25586 -1.77236 0.79235
C 0.75490 -2.90570 1.29380
C 1.52525 -3.83563 1.96269
H 4.45863 -2.15962 1.71083
H 2.94009 -0.61596 0.51223
H -0.30754 -3.06515 1.16073
H 1.08036 -4.74029 2.34983
N 0.69376 -0.95180 -3.82613
C 1.59554 -0.74453 -2.87773
O 1.35321 -0.61196 -1.67519
C 3.02048 -0.67017 -3.30326
C 3.38247 -0.77114 -4.65031
N 3.63027 -0.81037 -5.77833
C 3.97974 -0.49049 -2.29889
N 4.76966 -0.35909 -1.46702
H -0.28851 -0.93157 -3.59070
H 0.95717 -1.02173 -4.79734
```